C72H84BrF4N14O8S4 | the ωB97M-V functional and the def2-TZVPD basis

The geometry in XYZ format:
```
187
Properties=species:S:1:pos:R:3
Br -0.4409 -1.5025 0.1126
C 6.1315 -3.3286 -0.6228
N 4.9388 -3.4910 -1.3385
C 3.9672 -2.5259 -1.1852
C 2.6816 -2.6748 -1.7384
C 2.5130 -3.8038 -2.5454
C 3.5372 -4.7507 -2.7691
C 4.7549 -4.5394 -2.1429
C 1.1550 -4.1571 -3.1081
C 0.0540 -4.1745 -2.2486
C -1.1937 -4.6146 -2.7002
N -1.3385 -5.0077 -3.9737
C -0.3181 -4.9228 -4.8286
C 0.9719 -4.5361 -4.4019
C -2.6213 -5.6580 -4.4937
H 6.9337 -3.9990 -0.9312
H 5.9120 -3.3764 0.4438
H 6.4532 -2.3241 -0.8976
H 4.2702 -1.6633 -0.6104
H 1.8819 -1.9698 -1.5657
H 3.3691 -5.6840 -3.2859
H 5.5924 -5.2110 -2.2608
H 0.2089 -3.8429 -1.2325
H -2.0181 -4.7350 -2.0129
H -0.4706 -5.1798 -5.8664
H 1.7979 -4.5438 -5.0976
H -2.4432 -6.5581 -5.0822
H -3.1394 -4.9122 -5.0966
H -3.2158 -5.9517 -3.6286
C 4.3800 3.1228 -6.2310
N 4.2747 2.9762 -4.7532
C 5.3989 2.5660 -4.0366
C 5.1670 2.2917 -2.6514
C 3.9126 2.4331 -2.0855
C 2.8442 2.7910 -2.8844
C 3.0022 3.0029 -4.2533
C 3.7235 1.9591 -0.6865
C 2.5661 1.2131 -0.4098
C 2.2781 0.8845 0.9439
N 3.0721 1.3769 1.8993
C 4.1466 2.1482 1.6682
C 4.5262 2.4366 0.3768
C 2.6597 1.1496 3.2761
H 5.4297 2.9824 -6.4890
H 4.2649 4.1217 -6.6518
H 3.7176 2.4369 -6.7590
H 6.3807 2.5998 -4.4851
H 5.9689 1.8546 -2.0749
H 1.9103 2.9404 -2.3630
H 2.2843 3.4538 -4.9224
H 1.9344 0.8667 -1.2144
H 1.4484 0.3055 1.3218
H 4.7319 2.4962 2.5065
H 5.3220 3.1425 0.1901
H 3.4534 1.3548 3.9944
H 2.3259 0.1184 3.3911
H 1.7898 1.7893 3.4251
C -3.7250 -3.0965 1.8156
N -4.2734 -1.8488 2.4232
C -3.5764 -0.6807 2.2551
C -4.0946 0.5637 2.6845
C -5.2423 0.5139 3.5113
C -5.8803 -0.6865 3.7521
C -5.4413 -1.8919 3.1164
C -5.7473 1.7626 4.0898
C -4.8935 2.5954 4.8267
C -5.4720 3.7315 5.4300
N -6.7466 4.0582 5.2992
C -7.5622 3.2454 4.5756
C -7.0843 2.0694 4.0365
C -7.4159 5.2389 5.9545
H -2.8757 -2.8628 1.1737
H -4.4037 -3.3846 1.0128
H -3.5461 -3.7616 2.6604
H -2.6290 -0.7077 1.7373
H -3.6288 1.5323 2.5788
H -6.7714 -0.7195 4.3614
H -5.8925 -2.8661 3.2338
H -3.8859 2.2209 4.9311
H -4.9641 4.4678 6.0351
H -8.6071 3.4703 4.4206
H -7.8222 1.3845 3.6455
H -7.7099 4.9887 6.9738
H -8.3914 5.4808 5.5326
H -6.7836 6.1145 6.1013
C -0.8494 3.5704 2.8730
N 0.1109 4.6244 3.3136
C -0.3978 5.4592 4.2021
C 0.2468 6.6597 4.5166
C 1.5190 6.8819 3.8959
C 2.0824 5.9090 3.0563
C 1.3348 4.7600 2.7387
C 2.1516 8.1520 4.2239
C 2.5664 9.0041 3.2144
C 3.1032 10.2404 3.5429
N 3.1941 10.6264 4.8230
C 2.8816 9.7839 5.8648
C 2.3066 8.5363 5.5491
C 3.8251 11.9104 5.1993
H -0.3347 2.7808 2.3256
H -1.5397 4.2069 2.3194
H -1.3910 3.1024 3.6951
H -1.4207 5.3464 4.5297
H -0.1086 7.3980 5.2202
H 3.0587 6.1737 2.6779
H 1.7277 4.0604 2.0158
H 2.3687 8.7000 2.1972
H 3.3323 11.0239 2.8357
H 2.9283 10.1058 6.8946
H 1.9702 7.9242 6.3728
H 4.9078 11.7942 5.2489
H 3.4278 12.2873 6.1417
H 3.5633 12.6627 4.4553
C -0.3946 -3.8605 3.1437
N 0.2195 -4.7821 2.2013
C -0.5344 -5.6158 1.4965
C 0.0803 -6.4711 0.5390
C 1.4356 -6.3206 0.2077
C 2.1610 -5.3241 0.8672
C 1.5191 -4.6061 1.8580
C 2.0112 -7.1494 -0.8612
C 1.3038 -7.5504 -2.0123
C 1.9904 -8.2849 -3.0110
N 3.2967 -8.6148 -2.7747
C 3.9347 -8.3775 -1.6250
C 3.3061 -7.6548 -0.6155
C 4.0452 -9.2855 -3.8288
H -1.4411 -3.9486 3.4356
H -0.4048 -2.9337 2.5701
H 0.2830 -3.8158 3.9963
H -1.5924 -5.7252 1.6839
H -0.5207 -7.1643 -0.0308
H 3.1739 -5.1824 0.5202
H 2.0448 -3.8338 2.3999
H 0.3100 -7.1794 -2.2153
H 1.5275 -8.4846 -3.9661
H 4.9503 -8.7195 -1.4909
H 3.6867 -7.4795 0.3799
H 3.4741 -9.1266 -4.7435
H 4.1884 -10.3320 -3.5595
H 4.9536 -8.6993 -3.9674
C -4.3062 2.4860 -1.3194
N -3.1283 2.0727 -2.1092
C -2.5991 0.8220 -1.9844
C -1.7291 0.3189 -2.9516
C -1.5174 1.0134 -4.1199
C -1.9856 2.3247 -4.1603
C -2.7351 2.8716 -3.0947
C -0.8299 0.3703 -5.2682
C -0.8359 -1.0245 -5.4683
C -0.0281 -1.6018 -6.4284
N 0.8262 -0.8564 -7.1395
C 0.9431 0.4511 -6.9759
C 0.0583 1.0957 -6.0663
C 1.6075 -1.4859 -8.2914
H -5.1193 2.4951 -2.0452
H -4.0732 3.4658 -0.9025
H -4.5252 1.6493 -0.6559
H -2.9243 0.1826 -1.1771
H -1.3744 -0.6856 -2.7737
H -1.8553 2.9282 -5.0464
H -3.1027 3.8797 -2.9720
H -1.4721 -1.6869 -4.9000
H -0.0262 -2.6466 -6.7020
H 1.8144 0.9365 -7.3904
H 0.4004 2.0793 -5.7803
H 1.8748 -0.6526 -8.9412
H 0.9505 -2.1893 -8.8031
H 2.4834 -1.8925 -7.7859
N -1.9046 0.6234 5.4426
S -0.4682 0.5363 5.7461
O 0.3402 0.1858 4.5719
O 0.0110 0.3463 7.1023
F -0.3353 2.2004 5.7544
S -2.1427 -1.0229 5.7135
O -1.9370 -1.6480 7.0308
O -1.8891 -1.8905 4.5428
F -3.7850 -0.9747 5.7052
N -5.2349 -0.7950 -2.6562
S -6.0662 -0.9625 -1.4415
O -5.3872 -0.6772 -0.1916
O -7.1809 -1.8771 -1.4585
F -6.8830 0.4380 -1.6760
S -4.5876 -2.3039 -2.4835
O -5.3711 -3.4152 -2.7844
O -3.5588 -2.4821 -1.4448
F -3.7580 -2.2724 -3.8607
```

Summary:
- HOMO-LUMO gap (eV) = 5.5
- E_LUMO (eV) = -18.51
- max |F| (eV/Å) = 11.86
- charge = +9